Computed, not measured: one molecule with the formula C5H7N5 at a distorted geometry, with ωB97M-V/def2-TZVPD.

Element x y z (Å)
H (0.391041, 3.082161, 0.616778)
C (-0.516218, -1.619466, -0.517548)
C (-1.794685, -0.910131, -0.986762)
H (2.082027, 1.390629, 2.086720)
C (0.690609, 0.914690, 0.734904)
H (0.000654, 3.138436, 2.247393)
N (0.522458, -1.470118, 0.224011)
C (0.848133, 3.079947, 1.526030)
H (1.623614, 3.852467, 1.574926)
H (-1.568698, -3.399318, -3.037121)
H (-2.772065, -1.467499, -2.743188)
N (1.060037, -0.451761, 0.845528)
N (-2.095279, -1.665212, -2.011511)
N (-0.320092, -2.733381, -1.358756)
H (1.850287, -0.683585, 1.386511)
N (1.276844, 1.682773, 1.603283)
C (-1.278668, -2.740634, -2.191197)

Cartesian forces (eV/Å) of the 2 atoms listed first:
H -1.18 0.65 -2.64
C -1.15 1.27 -1.15

Values from the calculation:
- spin multiplicity = 3
- total energy (eV) = -12741.30302
- LUMO energy (spin up / spin down) (eV) = 1.019 / -1.508
- orbital gap (spin up / spin down) (hartree) = 0.2775 / 0.2447
- ΔE to the lowest compared entry with this formula, charge and spin (kcal per mole) = 67.4
- ⟨S²⟩ = 2.05


Computed, not measured: one molecule with the formula C7H6Cl2N2 at a distorted geometry, with ωB97M-V/def2-TZVPD.

Element x y z (Å)
H (-0.381653, 1.906071, -0.654397)
H (1.295410, 1.736413, -1.215857)
N (0.788950, -2.971956, -0.361642)
H (-1.356847, -0.725229, 0.468417)
Cl (-0.855076, -0.449619, -2.281190)
C (0.624974, 1.368299, -0.541608)
C (-0.247831, -2.398520, 0.096633)
N (3.324709, 0.412764, -2.486932)
C (-0.390400, -0.908232, 0.281077)
C (0.314401, -0.142947, -0.824755)
H (-1.172075, -2.974084, 0.530816)
C (2.524525, -0.060113, -1.826817)
C (1.544988, -0.875601, -1.193965)
Cl (3.279369, -2.941809, -1.183411)
H (0.968292, 1.227648, 0.416869)
H (0.146736, -0.468203, 1.229754)
C (1.770026, -2.152384, -0.863430)

Cartesian forces (eV/Å) of the 2 atoms listed first:
H 1.61 -0.49 0.65
H 1.81 1.09 -1.57

Values from the calculation:
- total energy (eV) = -35379.37825
- LUMO energy (eV) = -0.901
- orbital gap (hartree) = 0.3225
- ΔE to the lowest compared entry with this formula, charge and spin (kcal per mole) = 15.8


Computed, not measured: one molecule with the formula C14H19NO2, with ωB97M-V/def2-TZVPD.

Element x y z (Å)
H (-0.713948, -4.085428, -3.641804)
C (1.299807, 1.490140, 3.171648)
H (-2.995756, -1.162726, -3.392341)
C (-0.082444, 1.628240, -1.105310)
H (0.998908, 1.779918, -1.052629)
C (0.229195, -1.809643, -2.674493)
H (3.195841, -0.940215, 1.901699)
H (-1.281270, -0.752246, 2.430683)
H (1.586955, 1.797725, 4.176866)
C (-1.996696, -1.018193, -3.006485)
C (-1.046901, -2.018957, -3.178616)
H (-0.524701, 2.494734, -1.599012)
H (0.719785, 2.288674, 2.715461)
C (-1.390593, -3.278695, -3.913294)
H (0.983972, -2.573460, -2.797776)
O (-1.172562, 2.551000, 0.840280)
C (-0.619508, 1.600644, 0.327415)
O (1.354130, -0.860629, 2.753681)
H (0.107507, -0.303712, 0.505607)
H (-1.310208, -3.116086, -4.988754)
H (0.187503, -0.055949, 4.255621)
H (3.419728, 1.689033, 2.634580)
H (-2.431013, 0.921771, -2.222436)
H (1.552737, -0.492727, -1.640141)
H (3.190978, -0.507536, 3.631726)
H (-1.417147, 1.015952, 2.657148)
C (0.548056, -0.634847, -2.016427)
C (2.536959, 1.120257, 2.353000)
N (-0.417375, 0.428124, 0.959532)
C (0.496817, 0.175103, 3.225992)
C (-1.680567, 0.155344, -2.350506)
H (-2.411779, -3.585621, -3.697645)
H (2.347888, 1.262544, 1.288647)
C (2.674492, -0.367117, 2.670465)
C (-0.759260, 0.204414, 2.340688)
C (-0.401351, 0.365332, -1.848225)

Cartesian forces (eV/Å) of the 2 atoms listed first:
H 0.00 -0.08 -0.01
C 0.03 -0.15 -0.03

Values from the calculation:
- total energy (eV) = -20412.14219
- LUMO energy (eV) = 0.803
- orbital gap (hartree) = 0.3539
- ΔE to the lowest compared entry with this formula, charge and spin (kcal per mole) = 0.0


Computed, not measured: one molecule with the formula C16H21N3O at a distorted geometry, with ωB97M-V/def2-TZVPD.

Element x y z (Å)
H (2.281602, -0.751964, 2.443518)
C (2.466124, -0.502965, 0.533981)
H (3.758263, 0.852180, 0.995955)
C (4.184080, 0.456459, -0.786435)
H (0.987977, -2.011078, -0.593490)
H (0.714833, -2.447105, 1.938695)
C (1.789538, -1.050740, -0.767022)
H (4.113105, -0.155335, -2.923856)
H (-3.385733, -3.714232, 0.758710)
C (-3.818125, -2.967734, 0.382726)
C (-0.059138, 1.882766, -1.407818)
H (-4.124012, -2.881699, -0.476522)
H (1.642255, 3.088350, -2.450168)
N (-0.930663, 0.105085, 0.920003)
H (1.195002, 0.395527, 2.018759)
H (-0.141341, 4.002199, -0.799949)
C (2.442675, -1.149693, -1.894525)
H (-0.478946, 1.123729, -1.399811)
O (-2.388651, 1.930268, 0.327866)
C (0.794993, 2.315077, -2.632221)
H (-4.568744, -2.687633, 1.242024)
H (-0.689714, 2.487895, 1.134184)
C (3.628817, -0.543193, -2.198609)
C (-0.903703, 2.928231, -0.871639)
C (-0.793963, -1.102239, 1.268526)
C (-1.527385, 2.730135, 0.383147)
C (-3.254917, -0.391625, 0.199264)
C (-2.166739, 0.399836, 0.436634)
C (-2.715857, -1.918255, 0.579165)
H (0.056848, 2.675608, -3.367381)
N (-1.495784, -2.287988, 1.190775)
H (2.246006, -1.575469, -2.708276)
C (3.464032, 0.235782, 0.356538)
N (0.388415, -1.608322, 1.797293)
H (-4.112030, -0.297722, 0.043199)
H (-2.087134, 3.700518, 0.593432)
H (1.468183, 1.431356, -3.046298)
H (4.951613, 0.938794, -1.030247)
H (0.752707, 1.539913, -0.826038)
H (-1.514022, 3.124889, -1.550001)
C (1.612188, -0.591174, 1.639656)

Cartesian forces (eV/Å) of the 2 atoms listed first:
H 0.50 -0.86 1.53
C -9.36 -5.91 -7.46

Values from the calculation:
- total energy (eV) = -23432.57256
- LUMO energy (eV) = 0.096
- orbital gap (hartree) = 0.3015
- ΔE to the lowest compared entry with this formula, charge and spin (kcal per mole) = 442.4


Computed, not measured: a 2-piece molecular cluster, C3H5N4 overall at a distorted geometry, with ωB97M-V/def2-TZVPD.

Element x y z (Å)
H (-0.432701, 2.890914, 0.373129)
N (1.366673, -0.586679, -0.181217)
H (3.247396, -0.886470, 0.270116)
C (2.326467, -1.356474, 0.032014)
H (-3.505770, -1.738590, -0.002353)
N (-1.378153, -1.339320, -0.080866)
H (-1.950149, 1.854949, -0.201533)
N (0.727955, 0.388065, -0.524708)
C (-0.944054, 2.050071, -0.012790)
N (-0.200767, 1.029560, -0.241418)
C (-2.482114, -1.541902, -0.042851)
H (2.242519, -2.392234, 0.130588)

Cartesian forces (eV/Å) of the 2 atoms listed first:
H -0.11 1.16 0.26
N -1.92 -0.04 0.31

Values from the calculation:
- total energy (eV) = -9139.55859
- LUMO energy (eV) = -4.674
- charge = +1
- orbital gap (hartree) = 0.3653
- ΔE to the lowest compared entry with this formula, charge and spin (kcal per mole) = 125.6